[1]
Molecular formula: C19H28N2O3S2
Method: DFT, ωB97M-V/def2-TZVPD

Results
ΔE to the lowest compared entry with this formula, charge and spin: 106.8 kJ/mol
F_max: 0.2 eV/Å
HOMO-LUMO gap: 9.1837 eV

Geometry as XYZ:
```
54
C19H28N2O3S2, DFT ωB97M-V/def2-TZVPD
C -3.02 3.00 0.12
S -2.82 1.25 0.55
C -1.02 1.11 0.45
C -0.50 1.66 -0.88
O 0.03 2.76 -0.92
N -0.69 0.92 -1.99
C -1.32 -0.38 -2.12
C -2.08 -0.26 -3.44
C -3.47 0.40 -3.28
S -3.38 2.09 -3.95
C -2.10 1.57 -5.11
C -1.17 0.65 -4.32
C -0.28 -0.17 -5.24
C -0.34 1.46 -3.30
C -0.26 1.67 1.68
N -0.05 0.29 2.12
C 1.00 -0.12 2.88
O 1.66 0.65 3.55
C 1.27 -1.62 2.87
C 1.65 -2.15 4.25
C 3.17 -2.15 4.22
C 3.99 -1.77 5.41
C 3.96 -3.21 4.94
C 3.57 -1.68 2.83
O 2.40 -1.87 2.03
C -0.56 -0.31 0.89
H -4.07 3.23 0.28
H -2.41 3.62 0.78
H -2.75 3.18 -0.92
H -0.56 -1.17 -2.20
H -1.97 -0.61 -1.28
H -2.21 -1.24 -3.90
H -4.22 -0.16 -3.83
H -3.78 0.47 -2.23
H -2.55 1.04 -5.96
H -1.57 2.45 -5.49
H 0.40 0.47 -5.80
H 0.34 -0.87 -4.66
H -0.87 -0.75 -5.95
H -0.57 2.52 -3.31
H 0.73 1.34 -3.49
H 0.66 2.18 1.42
H -0.85 2.27 2.36
H 0.43 -2.16 2.43
H 1.25 -1.51 5.04
H 1.26 -3.16 4.38
H 4.90 -1.21 5.23
H 3.48 -1.52 6.32
H 3.41 -3.92 5.54
H 4.84 -3.60 4.45
H 3.85 -0.63 2.84
H 4.37 -2.27 2.39
H -1.37 -1.03 1.03
H 0.21 -0.74 0.25
```

Löwdin population analysis, charges in e, atoms 1 to 4: number 1, C, carries -0.36; number 2, S, carries 0.92; number 3, C, carries -0.57; number 4, C, carries -0.47

---

[2]
Molecular formula: C19H28N2O3S2
Method: DFT, ωB97M-V/def2-TZVPD

Results
ΔE to the lowest compared entry with this formula, charge and spin: 112.6 kJ/mol
F_max: 0.3 eV/Å
HOMO-LUMO gap: 8.9691 eV

Geometry as XYZ:
```
54
C19H28N2O3S2, DFT ωB97M-V/def2-TZVPD
C -2.75 2.99 1.60
S -2.59 1.19 1.57
C -0.80 1.05 1.39
C -0.31 1.60 0.05
O 0.14 2.73 -0.02
N -0.30 0.75 -1.01
C -1.17 -0.41 -1.21
C -1.95 -0.12 -2.50
C -3.35 0.45 -2.25
S -3.15 2.23 -2.03
C -1.96 2.24 -3.38
C -1.10 0.96 -3.26
C -0.64 0.51 -4.64
C 0.11 1.18 -2.33
C 0.01 1.61 2.59
N 0.58 0.28 2.76
C 1.45 -0.11 3.71
O 1.80 0.64 4.60
C 2.14 -1.46 3.51
C 3.16 -1.43 2.34
C 2.64 -2.49 1.38
C 2.22 -2.14 -0.02
C 3.44 -3.00 0.23
C 1.78 -3.36 2.26
O 1.18 -2.47 3.18
C -0.26 -0.36 1.76
H -3.82 3.20 1.71
H -2.22 3.40 2.46
H -2.39 3.43 0.68
H -0.54 -1.30 -1.34
H -1.82 -0.58 -0.36
H -2.03 -1.03 -3.09
H -3.99 0.26 -3.11
H -3.82 0.02 -1.37
H -2.48 2.24 -4.34
H -1.35 3.14 -3.32
H -0.03 1.27 -5.12
H -0.04 -0.40 -4.58
H -1.50 0.31 -5.29
H 0.47 2.21 -2.29
H 0.94 0.55 -2.66
H 0.74 2.38 2.33
H -0.61 1.94 3.42
H 2.64 -1.69 4.45
H 3.24 -0.45 1.88
H 4.15 -1.71 2.72
H 1.34 -2.63 -0.42
H 2.37 -1.12 -0.36
H 4.41 -2.57 0.05
H 3.36 -4.05 -0.01
H 0.99 -3.88 1.72
H 2.39 -4.10 2.79
H -1.02 -1.03 2.18
H 0.28 -0.87 0.97
```

Löwdin population analysis, charges in e, atoms 1 to 4: number 1, C, carries -0.38; number 2, S, carries 0.90; number 3, C, carries -0.56; number 4, C, carries -0.46

---

[3]
Molecular formula: C19H28N2O4
Method: DFT, ωB97M-V/def2-TZVPD

Results
ΔE to the lowest compared entry with this formula, charge and spin: 1815.9 kJ/mol
F_max: 18.7 eV/Å
HOMO-LUMO gap: 8.7375 eV

Geometry as XYZ:
```
53
C19H28N2O4, DFT ωB97M-V/def2-TZVPD
C -6.61 -2.02 -1.38
C -6.44 -1.42 -0.07
C -6.63 -2.37 1.00
H -6.65 -2.03 1.98
H -6.01 -3.41 0.78
H -7.83 -3.00 0.98
H -7.43 -0.74 0.19
O -5.32 -0.81 0.02
C -5.16 0.44 -0.40
O -5.91 1.03 -0.87
C -3.82 1.10 -0.02
C -2.79 0.40 0.48
C -1.60 1.06 0.44
C -0.27 1.30 1.05
C 0.48 2.31 0.67
C -0.09 3.43 0.28
C -1.28 3.36 -0.26
C -2.15 2.35 -0.02
N -3.30 2.27 -0.51
H -4.07 2.83 -0.80
H -1.74 4.40 -0.90
H 0.52 4.40 0.17
H 1.51 2.47 1.19
O 0.02 0.12 1.82
C 1.43 0.05 1.78
C 2.37 -0.49 0.79
O 1.82 -1.91 0.25
H 0.88 -1.53 0.24
C 3.68 -0.75 1.32
N 4.63 -1.32 0.25
H 4.07 -1.87 -0.36
C 5.26 -0.44 -0.90
C 4.42 0.61 -1.52
H 4.94 0.94 -2.34
H 3.53 -0.03 -2.00
H 4.03 1.53 -0.84
C 6.41 0.37 -0.19
H 7.03 0.90 -0.46
H 5.93 1.16 0.66
H 6.86 -0.19 0.67
C 6.05 -1.43 -1.62
H 6.46 -0.73 -2.22
H 5.12 -1.93 -2.33
H 6.53 -2.22 -1.22
H 3.67 -1.35 1.98
H 4.33 0.18 1.53
H 2.28 0.17 0.08
H 1.55 -1.10 2.77
H 1.87 0.86 2.41
H -2.79 -0.61 1.06
H -6.49 -1.20 -2.26
H -5.85 -2.73 -1.63
H -7.44 -2.42 -1.72
```

Löwdin population analysis, charges in e, atoms 1 to 4: number 1, C, carries -0.04; number 2, C, carries -0.63; number 3, C, carries -0.07; number 4, H, carries 0.04

---

[4]
Molecular formula: C19H28N2O4S
Method: DFT, ωB97M-V/def2-TZVPD

Results
ΔE to the lowest compared entry with this formula, charge and spin: 117.6 kJ/mol
F_max: 0.8 eV/Å
HOMO-LUMO gap: 9.3836 eV

Geometry as XYZ:
```
54
C19H28N2O4S, DFT ωB97M-V/def2-TZVPD
C 3.57 4.50 5.26
O 4.68 3.65 5.42
C 4.71 2.55 4.54
C 5.02 2.92 3.08
C 3.79 3.24 2.25
O 3.50 4.39 1.95
N 3.02 2.20 1.83
C 3.21 0.80 2.09
H 4.12 0.62 2.66
C 2.01 0.23 2.86
H 2.14 -0.84 3.00
H 1.93 0.71 3.84
C 0.71 0.49 2.09
C 0.59 1.99 1.78
H -0.29 2.17 1.15
C 1.84 2.47 1.04
H 1.79 3.54 0.86
H 1.92 1.94 0.09
H 0.47 2.54 2.71
H -0.14 0.16 2.71
O 0.78 -0.29 0.91
C -0.34 -0.53 0.17
C -1.63 -0.15 0.51
C -2.68 -0.48 -0.33
C -2.47 -1.16 -1.52
C -1.17 -1.54 -1.85
C -0.12 -1.23 -1.01
H 0.88 -1.54 -1.25
H -0.96 -2.11 -2.75
C -3.67 -1.46 -2.36
O -4.78 -1.57 -1.89
N -3.43 -1.59 -3.69
H -2.48 -1.58 -4.03
C -4.45 -2.01 -4.61
C -4.55 -3.53 -4.71
H -4.92 -3.96 -3.79
H -5.20 -3.82 -5.54
S -2.91 -4.29 -5.03
C -2.54 -4.94 -3.38
H -3.23 -5.75 -3.15
H -1.52 -5.32 -3.41
H -2.62 -4.15 -2.64
H -4.24 -1.58 -5.59
H -5.41 -1.62 -4.24
H -3.69 -0.20 -0.07
H -1.84 0.38 1.42
H 3.28 0.27 1.13
H 5.64 3.82 3.09
H 5.59 2.12 2.60
H 3.75 2.00 4.61
H 5.51 1.91 4.93
H 3.56 4.98 4.27
H 2.63 3.95 5.39
H 3.66 5.26 6.03
```

Löwdin population analysis, charges in e, atoms 1 to 4: number 1, C, carries -0.09; number 2, O, carries -0.18; number 3, C, carries -0.22; number 4, C, carries -0.07

---

[5]
Molecular formula: C19H28N3S2
Method: DFT, ωB97M-V/def2-TZVPD

Results
ΔE to the lowest compared entry with this formula, charge and spin: 259.8 kJ/mol
F_max: 2.9 eV/Å
charge: +1
HOMO-LUMO gap: 2.8869 eV

Geometry as XYZ:
```
52
C19H28N3S2, DFT ωB97M-V/def2-TZVPD
C 2.83 2.49 -1.77
C 1.46 3.15 -1.80
C 1.56 4.66 -1.62
N 0.60 2.57 -0.73
N 0.59 3.09 0.49
N -0.22 2.32 1.17
C -0.55 2.57 2.59
C -1.22 3.92 2.73
C 0.71 2.47 3.43
C -0.78 1.25 0.42
C -1.72 0.23 0.91
C -1.25 -0.96 1.50
C -2.14 -1.88 2.02
C -3.50 -1.65 1.96
C -3.98 -0.49 1.37
C -3.11 0.44 0.85
C -0.22 1.42 -0.87
C -0.42 0.63 -1.96
H 3.49 2.90 -2.54
H 3.30 2.65 -0.80
H 2.75 1.41 -1.93
H 0.95 2.93 -2.75
H 2.15 5.12 -2.40
H 0.57 5.12 -1.62
H 2.03 4.89 -0.66
H -1.25 1.77 2.89
H -1.49 4.13 3.77
H -0.55 4.71 2.39
H -2.13 3.97 2.12
H 0.51 2.63 4.49
H 1.18 1.49 3.32
H 1.44 3.21 3.11
H -0.19 -1.12 1.56
H -1.77 -2.78 2.48
H -4.19 -2.37 2.37
H -5.05 -0.31 1.33
H -3.48 1.35 0.41
H -1.07 -0.21 -1.92
H 0.06 0.84 -2.90
C 1.17 -6.23 -2.30
C -0.04 -5.93 -1.41
S -0.70 -4.28 -1.58
C 0.73 -3.30 -1.72
S 2.36 -3.71 -2.17
C 2.42 -5.47 -1.87
H 1.37 -7.31 -2.32
H 0.92 -5.96 -3.33
H -0.86 -6.63 -1.60
H 0.23 -6.06 -0.36
H 0.57 -2.25 -1.55
H 2.60 -5.61 -0.80
H 3.31 -5.85 -2.38
```

Löwdin population analysis, charges in e, atoms 1 to 4: number 1, C, carries -0.05; number 2, C, carries -0.36; number 3, C, carries -0.06; number 4, N, carries -0.03

---

What did the third record say?
Molecular formula: C19H28N2O4
Method: DFT, ωB97M-V/def2-TZVPD

Results
ΔE to the lowest compared entry with this formula, charge and spin: 1815.9 kJ/mol
F_max: 18.7 eV/Å
HOMO-LUMO gap: 8.7375 eV

Geometry as XYZ:
```
53
C19H28N2O4, DFT ωB97M-V/def2-TZVPD
C -6.61 -2.02 -1.38
C -6.44 -1.42 -0.07
C -6.63 -2.37 1.00
H -6.65 -2.03 1.98
H -6.01 -3.41 0.78
H -7.83 -3.00 0.98
H -7.43 -0.74 0.19
O -5.32 -0.81 0.02
C -5.16 0.44 -0.40
O -5.91 1.03 -0.87
C -3.82 1.10 -0.02
C -2.79 0.40 0.48
C -1.60 1.06 0.44
C -0.27 1.30 1.05
C 0.48 2.31 0.67
C -0.09 3.43 0.28
C -1.28 3.36 -0.26
C -2.15 2.35 -0.02
N -3.30 2.27 -0.51
H -4.07 2.83 -0.80
H -1.74 4.40 -0.90
H 0.52 4.40 0.17
H 1.51 2.47 1.19
O 0.02 0.12 1.82
C 1.43 0.05 1.78
C 2.37 -0.49 0.79
O 1.82 -1.91 0.25
H 0.88 -1.53 0.24
C 3.68 -0.75 1.32
N 4.63 -1.32 0.25
H 4.07 -1.87 -0.36
C 5.26 -0.44 -0.90
C 4.42 0.61 -1.52
H 4.94 0.94 -2.34
H 3.53 -0.03 -2.00
H 4.03 1.53 -0.84
C 6.41 0.37 -0.19
H 7.03 0.90 -0.46
H 5.93 1.16 0.66
H 6.86 -0.19 0.67
C 6.05 -1.43 -1.62
H 6.46 -0.73 -2.22
H 5.12 -1.93 -2.33
H 6.53 -2.22 -1.22
H 3.67 -1.35 1.98
H 4.33 0.18 1.53
H 2.28 0.17 0.08
H 1.55 -1.10 2.77
H 1.87 0.86 2.41
H -2.79 -0.61 1.06
H -6.49 -1.20 -2.26
H -5.85 -2.73 -1.63
H -7.44 -2.42 -1.72
```

Löwdin population analysis, charges in e, atoms 1 to 4: number 1, C, carries -0.04; number 2, C, carries -0.63; number 3, C, carries -0.07; number 4, H, carries 0.04